The following is a DFT calculation (ωB97M-V/def2-TZVPD) of C5H11ClF3RhRu as an isolated structure.

Each line ends with the Mulliken charge.
Geometry (Å):
Rh -0.29 0.03 1.14  0.10
Ru 0.33 0.23 -1.32  0.44
Cl 1.30 -1.69 -0.42  -0.46
F 2.25 -0.24 2.33  -0.22
F 0.72 0.07 3.90  -0.26
F 0.90 -1.91 2.90  -0.24
C -0.65 -0.72 -2.80  -0.97
C -1.84 -0.68 2.18  -1.31
C 0.97 -0.55 2.70  0.53
C -0.92 1.35 -0.30  -0.76
C 1.96 1.31 -1.82  -0.98
H -1.98 1.25 -0.55  0.31
H -1.78 -0.52 3.26  0.32
H -2.80 -0.29 1.82  0.38
H 2.84 0.65 -1.72  0.22
H -1.84 -1.76 2.02  0.35
H -0.65 2.39 -0.13  0.35
H 1.93 1.69 -2.86  0.27
H 2.07 2.16 -1.13  0.24
H -0.23 -1.73 -2.89  0.20
H -0.57 -0.22 -3.78  0.27
H -1.71 -0.81 -2.54  0.25

Energy (eV): -31619.2566
Gap between HOMO and LUMO (spin up / spin down) (Ha): 0.2020 / 0.2511
Energy relative to the best compared isomer or geometry (same formula, charge and spin) (kJ/mol): 0.0
E_HOMO (spin up / spin down) (eV): -1.710 / -5.657
Total charge: -1
<S²>: 24.764
Multiplicity: 10
Lowest unoccupied orbital energy (spin up / spin down) (eV): 3.8 / 1.2